Entry from the Open Molecules 2025 dataset: a single C21H16BrN3O2S molecule at a distorted geometry (ωB97M-V/def2-TZVPD).

* SMILES: Cc1c(C=C2C(=O)NC(=S)NC2=O)c2ccccc2n1Cc1ccc(Br)cc1
* largest force on an atom: 3.4 eV/A
* HOMO-LUMO gap: 7.150 eV
* E_HOMO: -8.25 eV
* total charge: 0

Last column: Mulliken charge in e.
Geometry (Å):
O 1.2882 -4.9199 0.5659  -0.6753
O 3.0797 -0.8257 1.7697  -0.5922
S 4.6070 -4.7559 4.0494  -0.3604
Br -6.8856 2.6738 -0.3289  -0.1913
C 1.9331 -4.1608 1.2814  0.0675
C 2.8822 -1.9887 1.8804  0.6404
C 3.6852 -4.0128 2.8938  -0.0054
C 1.1081 -2.2165 0.0893  -0.7829
C 1.8917 -2.7109 1.1024  0.3183
C 0.7840 -0.7761 -0.2337  0.7261
C 0.3342 0.2572 0.5630  0.7597
C 1.1785 -0.0531 -3.9910  -0.7614
C 0.6825 1.2466 -3.9677  -0.7525
C -4.2620 1.4051 -0.5496  -0.6467
C -4.2798 3.7401 0.0951  -0.4794
C 1.2564 -0.8143 -2.8057  -0.2807
C 0.2654 1.7991 -2.7293  -0.7140
C -2.8533 1.4079 -0.4335  0.0752
C -2.9279 3.6918 0.2902  -0.4972
C -4.9661 2.6052 -0.2832  0.0620
C 0.8157 -0.2446 -1.6107  0.3290
C 0.3519 1.0252 -1.5694  0.0848
C -2.1609 2.5436 0.0385  0.9627
N 2.7982 -4.7516 2.1615  -0.0748
N 3.6662 -2.6758 2.7608  -0.1065
N 0.0399 1.3458 -0.2578  0.3285
C 0.0164 0.1656 2.0470  -1.6747
C -0.6550 2.5950 0.1594  -2.0918
H 0.6303 -2.9045 -0.6033  0.5573
H 1.4779 -0.5626 -4.8941  0.3991
H 0.6126 1.8450 -4.8592  0.4279
H -4.7807 0.5028 -0.8635  0.4278
H -4.8132 4.7012 0.2773  0.3518
H 1.5915 -1.8310 -2.7972  0.5152
H -0.0859 2.8505 -2.6631  0.2464
H -2.2805 0.5208 -0.7186  0.3114
H -2.3988 4.5662 0.6776  0.3907
H 2.8921 -5.7413 2.1471  0.2779
H 4.2963 -2.1572 3.3507  0.2882
H 0.1029 -0.8815 2.3651  0.4192
H 0.6374 0.7978 2.6907  0.2931
H -1.0261 0.4808 2.1923  0.4380
H -0.2807 2.8256 1.1669  0.4742
H -0.2486 3.3921 -0.4558  0.5150